No. 1
This record from the OMol25 dataset describes C3H4O3Rb as an isolated structure in a non-equilibrium geometry. The level of theory is ωB97M-V with the def2-TZVPD basis set.

Each line ends with the Mulliken charge.
Cartesian coordinates (Å):
H1 -1.21 0.80 2.58  0.20
H2 1.14 1.00 3.34  0.27
C1 0.93 0.65 2.31  -0.01
C2 -0.34 0.82 1.87  -0.74
O1 -0.34 -1.44 -1.73  -0.43
C3 -0.51 -0.80 -2.79  -0.53
O2 -1.50 -1.34 -3.55  -0.27
Rb1 2.72 -0.34 -1.34  0.84
O3 1.97 0.31 1.61  -0.75
H3 -0.52 1.34 0.92  0.11
H4 -2.34 -0.99 -3.22  0.31

Output
- lowest unoccupied orbital energy (eV) = 1.601
- charge = -1
- multiplicity = 1

---

No. 2
This record from the OMol25 dataset describes the molecule C3H4O3S in a non-equilibrium geometry. The level of theory is ωB97M-V with the def2-TZVPD basis set.

Each line ends with the Mulliken charge.
Cartesian coordinates (Å):
C1 0.21 -1.74 -0.05  -0.10
C2 -0.45 -0.18 -0.73  0.13
C3 -1.08 0.55 0.42  -1.12
O1 0.79 0.46 -1.07  -0.29
O2 2.17 0.73 1.03  -0.43
O3 1.41 -1.60 0.14  -0.21
S1 2.12 0.20 -0.30  0.61
H1 -1.16 -0.55 -1.54  0.35
H2 -0.60 0.24 1.26  0.33
H3 -2.12 0.30 0.42  0.36
H4 -1.30 1.60 0.42  0.36

Output
- lowest unoccupied orbital energy (eV) = -0.263
- multiplicity = 1

---

No. 3
This record from the OMol25 dataset describes the molecule C3H4O3S in a non-equilibrium geometry. The level of theory is ωB97M-V with the def2-TZVPD basis set.

Each line ends with the Mulliken charge.
Cartesian coordinates (Å):
C1 -2.89 -0.01 0.07  -0.57
C2 -0.57 -0.35 -0.05  0.57
C3 0.72 0.53 0.01  0.48
H1 -3.62 0.76 -0.13  0.24
H2 -3.10 -0.91 -0.60  0.27
H3 -2.90 -0.35 1.15  0.27
H4 1.72 -1.49 -0.08  0.17
O1 -1.58 0.51 -0.20  -0.24
O2 -0.55 -1.54 0.07  -0.55
O3 0.57 1.70 0.09  -0.44
S1 2.30 -0.28 -0.01  -0.20

Output
- lowest unoccupied orbital energy (eV) = 0.069
- SMILES = COC(=O)C(=O)S
- multiplicity = 1

---

No. 4
This record from the OMol25 dataset describes C3H4O3S as an isolated structure in a non-equilibrium geometry. The level of theory is ωB97M-V with the def2-TZVPD basis set.

Each line ends with the Mulliken charge.
Cartesian coordinates (Å):
C1 0.17 -1.04 0.08  0.59
C2 1.10 -0.11 -0.39  -0.42
C3 0.82 0.94 -1.51  -0.94
O1 -0.98 0.05 2.73  -0.42
O2 -2.93 -0.44 1.28  -0.45
O3 -0.54 -1.80 0.64  -0.45
S1 -1.92 -0.94 2.26  0.77
H1 1.95 -0.05 0.21  0.40
H2 0.12 0.56 -2.27  0.32
H3 1.78 1.01 -1.89  0.31
H4 0.44 1.82 -1.14  0.29

Output
- lowest unoccupied orbital energy (eV) = -0.446
- multiplicity = 1

---

For reference, frontier orbital gap by record: 4.09; 8.14; 10.14; 8.89 eV.
For reference, energy by record: -366.44478; -740.47231; -740.60953; -740.54175 hartree.
For reference, relative energy (zero: lowest compared OMol25 entry of this formula, charge and spin) by record: 171.8; 491.7; 131.5; 309.4 kJ/mol.